Formula: C5H9NO3
Source: the Open Molecules 2025 dataset
Level of theory: ωB97M-V/def2-TZVPD

Results
LUMO level   -1.908 eV
E_tot   -12952.82724 eV

Each atom is followed by the atoms it is bonded to, with distances in Å.
Geometry (Å):
1 C 0.94338 2.03865 -0.91643  C2 1.613, H6 1.314, H7 1.150, H8 1.106
2 C 0.22208 1.09170 0.17242  C1 1.613, C3 1.550, C4 1.316
3 C 1.12175 0.18255 1.04845  C2 1.550, H9 1.173, H10 1.010, O16 1.473
4 C -1.09202 1.02457 0.14210  C2 1.316, H12 1.173, O17 1.373
5 C -1.96695 -1.10772 0.34864  H13 1.181, N15 1.247, O17 1.493
6 H 1.42182 1.10124 -1.70306  C1 1.314
7 H 1.87290 2.36954 -0.32588  C1 1.150
8 H 0.11276 2.59136 -1.39268  C1 1.106
9 H 1.82029 0.81374 1.74760  C3 1.173
10 H 0.72499 -0.45761 1.72155  C3 1.010
11 H 1.83415 -0.92193 -0.77015  O16 1.121
12 H -1.95673 1.17066 -0.63636  C4 1.173
13 H -3.04660 -1.57565 0.45154  C5 1.181
14 H -0.05780 -3.62709 -0.22270  no bonds
15 N -1.00081 -1.62966 -0.24168  C5 1.247, O18 1.450
16 O 2.14054 -0.26200 0.08237  C3 1.473, H11 1.121
17 O -1.53517 0.12221 1.07652  C4 1.373, C5 1.493
18 O -1.55859 -2.92456 -0.58226  N15 1.450

Results of the Löwdin charge analysis, in e, for atoms 1 through 4:
1. C -0.043
2. C -0.261
3. C -0.179
4. C -0.185

=====

Formula: C5H9NO4
Source: the Open Molecules 2025 dataset
Level of theory: ωB97M-V/def2-TZVPD

Results
LUMO level   0.510 eV
E_tot   -15008.47935 eV
SMILES   N[C@H](CCOC=O)OC=O

Each atom is followed by the atoms it is bonded to, with distances in Å.
Geometry (Å):
1 N 1.51737 0.13730 1.21165  C2 1.489, H11 1.036, H12 1.030
2 C 1.50099 0.35817 -0.26049  N1 1.489, C3 1.600, O8 1.472, H13 1.159
3 C 0.24389 1.18591 -0.80457  C2 1.600, C4 1.602, H14 1.157, H15 1.154
4 C -1.10511 1.01057 0.04086  C3 1.602, O5 1.449, H16 1.156, H17 1.159
5 O -1.34832 -0.33295 0.52647  C4 1.449, C6 1.424
6 C -2.69208 -0.74967 0.30715  O5 1.424, O7 1.245, H18 1.144
7 O -3.39561 -0.97310 1.30964  C6 1.245
8 O 1.69869 -0.87473 -1.03933  C2 1.472, C9 1.424
9 C 1.14692 -2.00208 -0.36725  O8 1.424, O10 1.262, H19 1.140
10 O 0.23073 -2.62357 -0.97250  C9 1.262
11 H 2.44471 -0.24109 1.47543  N1 1.036
12 H 1.45404 1.07586 1.63107  N1 1.030
13 H 2.43590 0.99928 -0.50095  C2 1.159
14 H 0.53206 2.30380 -0.73254  C3 1.157
15 H 0.05255 0.92553 -1.91227  C3 1.154
16 H -1.19596 1.78728 0.89218  C4 1.156
17 H -1.97686 1.26397 -0.67973  C4 1.159
18 H -3.02377 -0.87179 -0.78067  C6 1.144
19 H 1.47985 -2.37871 0.65584  C9 1.140

Results of the Löwdin charge analysis, in e, for atoms 1 through 4:
1. N 0.045
2. C -0.374
3. C -0.087
4. C -0.195

=====

no.,HOMO level (eV)
1,-8.8
2,-9.9